Record 1
{"formula": "C5H11NO2", "method": "the ωB97M-V functional and the def2-TZVPD basis", "e_tot_ev": -10939.9781, "homo_energy_ev": -8.36, "de_lowest_kj_mol": 896.2, "fmax_ha_per_bohr": 0.110, "homo_lumo_gap_ev": 4.45, "elements": ["H", "H", "C", "H", "C", "H", "H", "C", "N", "O", "H", "C", "H", "C", "H", "H", "H", "O", "H"], "positions_angstrom": [[-2.39, 0.83, 2.77], [-1.15, 2.22, -0.10], [-0.89, 1.38, -0.72], [-1.33, 0.35, 1.06], [0.60, -0.42, 0.39], [3.12, -1.65, -0.45], [0.47, -2.63, -0.13], [-0.83, 0.11, 0.02], [-1.43, 0.69, 2.40], [2.42, -2.02, 0.15], [1.39, 0.26, 0.05], [-0.42, 1.45, -1.99], [-0.27, 2.31, -2.60], [1.01, -1.69, -0.45], [-0.65, 1.17, 2.77], [0.00, 0.51, -2.34], [-1.25, -0.77, -0.56], [0.92, -1.44, -1.72], [0.67, -0.64, 1.45]]}

Record 2
{"formula": "C5H11N2O", "method": "the ωB97M-V functional and the def2-TZVPD basis", "e_tot_ev": -10376.8827, "homo_energy_ev": -13.17, "charge": 1, "de_lowest_kj_mol": 841.6, "fmax_ha_per_bohr": 0.089, "homo_lumo_gap_ev": 4.08, "elements": ["H", "N", "O", "H", "H", "C", "H", "H", "C", "N", "H", "H", "C", "H", "H", "H", "C", "H", "C"], "positions_angstrom": [[2.00, 1.87, 0.76], [-1.52, 0.96, -0.60], [2.79, -0.11, 0.89], [1.53, -1.66, -0.98], [-2.27, 1.47, -1.00], [-0.30, -1.21, 0.11], [-0.19, -2.28, 0.62], [-2.79, -0.15, 0.94], [2.12, 0.80, 0.44], [-0.58, -0.21, 1.18], [-1.89, 1.42, 1.40], [0.00, -0.90, -1.79], [1.40, 0.56, -0.86], [0.54, 1.33, -1.07], [-0.78, -0.80, 2.09], [-1.35, -1.32, -0.41], [-1.81, 0.58, 0.73], [2.38, 0.52, -1.47], [0.73, -0.87, -0.97]]}

Record 3
{"formula": "C2H7N5", "method": "the ωB97M-V functional and the def2-TZVPD basis", "e_tot_ev": -9635.7363, "homo_energy_ev": -8.60, "smiles": "[H]/N=C(/C)N/N=N/N", "de_lowest_kj_mol": 222.1, "fmax_ha_per_bohr": 0.049, "homo_lumo_gap_ev": 9.82, "elements": ["H", "C", "N", "H", "N", "H", "N", "H", "N", "H", "C", "H", "N", "H"], "positions_angstrom": [[1.69, -2.19, -0.43], [0.15, 0.24, -2.06], [-1.65, 0.58, 2.42], [-2.20, 1.27, 1.93], [0.92, 0.08, 0.26], [-0.70, 0.78, -1.65], [-0.23, 0.63, 0.74], [-1.67, 0.60, 3.43], [-0.47, 0.23, 1.92], [-0.17, -0.42, -2.85], [0.81, -0.56, -0.99], [1.41, -0.48, 0.96], [1.24, -1.72, -1.22], [0.85, 0.96, -2.46]]}